Entry from the Open Molecules 2025 dataset: a structure of composition C40H63IrN7O2P (the ωB97M-V functional and the def2-TZVPD basis).

Geometry as XYZ:
```
114
Properties=species:S:1:pos:R:3:forces:R:3
H 1.48607 0.32353 3.03409 -0.1 0.0 0.0
H 3.09764 4.84430 -1.68165 0.0 0.0 0.0
C 0.69982 -0.41407 3.11707 -0.1 0.0 0.0
H -0.35552 -2.68942 -6.06702 0.0 0.0 0.0
H -2.35216 -4.75450 -3.59497 0.0 0.0 0.0
H -6.73715 2.97553 -0.48161 0.0 0.0 0.0
H 3.99554 -0.18743 0.76929 0.0 0.0 0.0
H -2.59025 -1.05056 -3.43900 -0.1 0.0 0.2
H 4.63940 3.02584 -2.33456 0.0 0.0 0.0
N -2.12633 0.22726 -0.11350 0.1 -0.2 -0.1
C -0.23439 2.30748 1.54016 0.0 0.1 0.2
C 1.75102 -1.68719 -4.32034 0.0 -0.1 0.0
H -1.40765 -4.75721 -5.74257 0.0 0.0 0.0
H 1.43127 1.79447 -4.50154 0.0 0.0 0.0
H -1.33138 4.64200 -2.48269 0.0 0.0 0.0
H -1.73982 -0.92968 3.63782 0.0 0.0 0.0
C 2.88504 3.82500 -1.38951 0.0 0.0 0.0
H -2.84016 1.86626 1.10258 0.0 0.0 0.0
H -1.81723 1.02729 4.28638 0.0 0.0 0.0
C 3.24766 -1.54781 -4.62519 0.0 0.0 0.0
C -1.12034 1.96649 -5.32810 0.0 0.0 0.0
C -0.76396 1.34795 2.43901 0.1 0.0 0.0
H 2.30189 -2.21049 -0.53653 0.0 0.0 0.0
H -1.19630 -2.02885 2.38542 0.0 0.0 0.0
H -5.00985 4.69480 -0.83052 0.0 0.0 0.0
H -2.02265 1.70374 -5.88107 0.0 0.0 0.0
N -4.03026 -0.25159 -0.97531 0.0 -0.1 0.0
C -5.66518 2.37489 -2.23324 0.0 0.0 0.0
H 3.85082 1.39369 -5.32649 0.0 0.0 0.0
C -0.36056 -2.08057 -0.09944 -0.2 -0.3 0.0
H 2.05806 -1.18641 -1.97762 0.1 0.1 0.3
H -6.23334 0.61254 -0.15826 0.0 0.0 0.0
C -1.27600 1.47063 -3.85384 0.0 0.0 0.0
N -4.18992 0.77314 -0.12862 0.1 0.1 -0.1
H 0.04739 4.42579 1.20248 0.0 0.0 0.0
H 0.32063 -0.39663 4.13806 0.0 0.0 0.0
C -2.38779 -3.77862 -4.07808 0.0 0.0 0.0
H -3.40405 -3.39972 -3.93042 0.0 0.0 0.0
C 0.99675 -0.34959 -4.55315 0.0 0.0 -0.1
H 0.11151 3.74007 -5.12143 0.0 0.0 0.0
C -1.96135 -1.38611 -5.46022 -0.1 0.0 0.0
C 1.75395 3.54661 -0.65046 0.0 0.0 -0.1
N -2.80172 -0.57832 -0.95983 -0.1 -0.1 -0.1
H -2.12184 3.41464 4.73165 0.0 0.0 0.0
H -3.04338 -1.32578 -5.59469 0.0 0.0 0.0
C 2.99623 0.76790 -5.59199 0.0 0.0 0.0
H -2.92115 3.97885 -4.88690 0.0 0.0 0.0
H -6.39970 1.62622 -2.53047 0.0 0.0 0.0
H -0.99390 2.21075 -1.84178 0.0 0.0 0.1
C -1.91212 4.21668 -4.54004 0.0 0.0 0.0
O 0.10127 -0.14341 -2.01936 -0.2 0.1 0.0
Ir -0.07630 -0.17812 0.07237 0.2 0.6 0.0
H 2.77430 0.64472 1.72287 0.0 0.0 0.0
H 3.67312 -2.53992 -4.77497 0.0 0.0 0.0
C -1.04903 4.05693 2.98598 0.0 0.0 0.0
N -0.42786 -0.07257 2.18421 0.0 -0.1 0.0
H -1.55945 -0.49893 -5.94803 0.0 0.0 0.0
N 0.38772 1.76990 0.43239 0.0 -0.2 -0.2
H 4.49599 -0.69121 -6.17160 0.0 0.0 0.0
C -1.67961 -1.39698 -3.92428 0.1 0.0 0.1
N 2.08497 -0.15568 -0.12813 0.0 -0.1 0.1
O -0.49845 -3.19415 -0.13600 0.1 0.0 0.0
H 1.33184 -2.44896 -4.97718 0.0 0.0 0.0
H 1.06489 -1.41258 2.88959 0.0 0.0 0.0
H 2.77832 -1.14904 1.62234 0.0 0.0 0.0
H -2.43733 -0.81637 2.01250 0.0 0.0 0.0
C -1.44406 -2.64212 -6.15437 0.0 0.0 0.0
H -4.82563 3.96745 0.75947 0.0 0.0 0.0
H -5.58809 1.60392 1.15990 0.0 0.0 0.0
H -1.79700 5.29326 -4.65684 0.0 0.0 0.0
C 3.74620 2.79967 -1.76759 0.0 0.0 0.0
C -1.43157 1.74553 3.57636 0.0 0.0 0.0
H 1.60146 -2.06494 -3.30524 -0.1 -0.1 -0.3
H -1.01284 3.78758 -6.45486 0.0 0.0 0.0
C -4.76531 3.76770 -0.31324 0.0 0.0 0.0
H -5.86916 3.28587 -2.79502 0.0 0.0 0.0
P -0.45156 -0.12993 -3.48894 0.1 0.0 0.0
C -0.36322 3.66992 1.85056 0.0 0.0 -0.1
C 1.46402 2.22025 -0.29834 0.0 0.0 0.0
H -3.72820 3.52863 -0.56941 0.0 0.0 0.0
H -2.33883 1.25189 -3.68128 0.0 0.0 0.0
H -4.67568 2.01712 -2.53720 0.0 0.0 0.0
C 1.96032 0.83892 -4.46341 0.0 0.0 0.0
H -2.99892 -4.14733 -6.11491 0.0 0.0 0.0
C -0.91019 3.47865 -5.41481 0.0 0.0 0.0
H -1.15831 5.10896 3.21153 0.0 0.0 0.0
C 2.95523 -0.21834 1.09113 0.0 0.0 -0.1
C 2.33634 1.18497 -0.70659 0.1 0.0 0.0
H 2.45487 0.80136 -3.49298 0.0 0.0 0.0
H 2.88435 -1.10791 -6.68823 0.0 0.0 0.0
C -3.00985 1.07815 0.39040 0.0 0.1 0.0
H -0.38990 -3.13997 -3.59419 0.0 0.0 0.0
H 4.18295 0.70814 -1.69593 0.0 0.0 0.0
C 2.54887 -1.26575 -1.01730 0.0 0.1 0.0
H -0.29480 1.47164 -5.83773 0.0 0.0 0.0
H 2.57354 1.20030 -6.50094 0.0 0.0 0.0
H -2.74080 3.62108 -2.63199 -0.1 0.0 0.0
C -1.59226 3.10511 3.84071 0.0 0.0 0.0
H 0.17084 2.82254 -2.99362 0.0 0.0 0.0
C -5.51646 1.39138 0.09365 0.0 0.0 0.0
H 1.06492 4.34299 -0.41921 0.0 0.0 0.0
C -1.41367 -2.81656 -3.40063 0.0 0.0 0.1
H 3.78151 -1.11165 -3.77302 0.0 0.0 0.0
H -1.56623 -2.83173 -2.32070 0.0 0.0 -0.1
C -1.75653 3.81624 -3.05974 0.0 0.0 0.0
C -5.72254 2.65719 -0.73660 0.0 0.0 0.0
C -1.53320 -1.01229 2.57393 0.0 0.0 0.0
C -2.07969 -3.91442 -5.57696 0.0 0.0 0.0
H 3.62974 -1.22868 -1.13477 0.0 0.0 0.0
C -0.88433 2.57250 -2.86527 0.0 0.0 0.0
C 3.47782 1.47787 -1.41492 0.0 0.0 0.0
H 0.58227 -0.37139 -5.56668 0.0 0.0 0.0
C 3.45303 -0.67738 -5.85958 0.0 0.0 0.0
H -1.65092 -2.56999 -7.22200 0.0 0.0 0.0
```
Positions in Å, forces in eV/Å.

Computed properties:
HOMO level (spin up / spin down), eV: -16.75 / -16.88
HOMO-LUMO gap (spin up / spin down), eV: 8.67 / 5.92
Net charge: +3
Spin multiplicity: 2
Relative energy (zero: lowest compared OMol25 entry of this formula, charge and spin), kcal/mol: 0.00
F_max, eV Å⁻¹: 0.64

Results of the Löwdin charge analysis, in e, for atoms 1 through 99: H 0.084; H 0.133; C -0.018; H 0.092; H 0.120; H 0.153; H 0.118; H 0.089; H 0.136; N -0.111; C -0.209; C -0.178; H 0.118; H 0.097; H 0.113; H 0.102; C -0.010; H 0.144; H 0.130; C -0.175; C -0.172; C -0.221; H 0.105; H 0.097; H 0.098; H 0.122; N 0.143; C -0.055; H 0.115; C -0.226; H 0.042; H 0.142; C -0.313; N -0.042; H 0.108; H 0.118; C -0.172; H 0.121; C -0.330; H 0.114; C -0.160; C 0.025; N 0.041; H 0.135; H 0.133; C -0.155; H 0.119; H 0.093; H 0.071; C -0.166; O -0.476; Ir 1.441; H 0.094; H 0.126; C -0.014; N -0.278; H 0.083; N 0.007; H 0.121; C -0.347; N -0.262; O 0.227; H 0.104; H 0.103; H 0.098; H 0.084; C -0.175; H 0.087; H 0.139; H 0.119; C 0.010; C 0.006; H 0.076; H 0.128; C -0.063; H 0.095; P 0.942; C 0.039; C -0.206; H 0.050; H 0.118; H 0.055; C -0.185; H 0.119; C -0.184; H 0.134; C -0.021; C -0.188; H 0.078; H 0.124; C -0.081; H 0.107; H 0.130; C -0.045; H 0.091; H 0.120; H 0.080; C 0.002; H 0.100